[1]
One molecule with the formula C8H9NO3 in a non-equilibrium geometry. Source: the Open Molecules 2025 dataset; level of theory: ωB97M-V with the def2-TZVPD basis set.

Each atom is followed by the atoms it is bonded to, with distances in Å.
Cartesian coordinates (Å):
1 C 3.91980 -0.19421 -0.17089  O2 1.405, H13 1.087, H14 1.074, H15 1.076
2 O 2.92176 0.77408 0.03284  C1 1.405, N3 1.360
3 N 1.66251 0.39169 -0.30824  O2 1.360, C4 1.351, H16 1.008
4 C 0.88927 -0.57798 0.22872  N3 1.351, O5 1.257, C6 1.508
5 O 1.44880 -1.56161 0.77663  C4 1.257
6 C -0.59537 -0.31599 0.23725  C4 1.508, C7 1.384, C11 1.352
7 C -1.36900 -1.45604 0.10970  C6 1.384, C8 1.403, H17 1.050
8 C -2.74761 -1.27508 -0.07776  C7 1.403, C9 1.373, H18 1.074
9 C -3.29325 -0.02047 -0.19363  C8 1.373, C10 1.395, H19 1.085
10 C -2.51152 1.12519 -0.04241  C9 1.395, C11 1.424, H20 1.089
11 C -1.12853 0.92668 0.23329  C6 1.352, C10 1.424, O12 1.365
12 O -0.38475 1.96353 0.71773  C11 1.365, H21 0.938
13 H 3.50635 -0.82771 -0.95201  C1 1.087
14 H 4.79635 0.27591 -0.57668  C1 1.074
15 H 4.07763 -0.76706 0.72659  C1 1.076
16 H 1.25452 1.18303 -0.78172  N3 1.008
17 H -0.95306 -2.41965 0.08972  C7 1.050
18 H -3.43543 -2.09968 -0.05688  C8 1.074
19 H -4.37588 0.04994 -0.19877  C9 1.085
20 H -3.00352 2.09633 -0.05549  C10 1.089
21 H -0.67906 2.72908 0.26199  O12 0.938

Properties
Structure (SMILES): CONC(=O)c1ccccc1O
Calculated total energy (Eh): -590.63480
HOMO-LUMO gap (eV): 9.501


[2]
An isolated ion of composition C8H9NO3P and charge -1 in a non-equilibrium geometry. Source: the Open Molecules 2025 dataset; level of theory: ωB97M-V with the def2-TZVPD basis set.

Each atom is followed by the atoms it is bonded to, with distances in Å.
Cartesian coordinates (Å):
1 O 0.27937 -2.06145 2.25380  C2 1.225
2 C -0.60189 -1.34191 1.79872  O1 1.225, N3 1.346, H14 1.245
3 N -0.39602 -0.24770 1.04156  C2 1.346, C4 1.434, C9 1.404
4 C -1.41776 0.44594 0.31203  N3 1.434, C5 1.478, H15 1.057, H16 1.112
5 C -1.84035 -0.13533 -0.97969  C4 1.478, C6 1.684, H17 1.087, H18 1.160
6 C -2.80105 1.03519 -1.71555  C5 1.684, O7 1.201, O8 1.222
7 O -2.64770 2.18664 -1.40959  C6 1.201
8 O -3.49664 0.59645 -2.61888  C6 1.222
9 C 0.92994 -0.02871 0.63446  N3 1.404, P10 1.750, C13 1.387
10 P 2.19760 -1.05059 1.27546  C9 1.750, C11 1.819, H19 1.337
11 C 3.40060 -0.12796 0.27032  P10 1.819, C12 1.401, H20 1.042
12 C 2.81311 0.96040 -0.38776  C11 1.401, C13 1.465, H21 1.127
13 C 1.35919 0.98551 -0.20906  C9 1.387, C12 1.465, H22 1.148
14 H -1.81597 -1.49946 2.02283  C2 1.245
15 H -1.12340 1.43849 0.10031  C4 1.057
16 H -2.30875 0.26112 0.95087  C4 1.112
17 H -1.06791 -0.27244 -1.73185  C5 1.087
18 H -2.58830 -1.01587 -1.08651  C5 1.160
19 H 1.83083 -1.89658 0.30728  P10 1.337
20 H 4.36641 -0.46877 0.07750  C11 1.042
21 H 3.34844 1.80288 -0.91065  C12 1.127
22 H 0.78233 1.63964 -0.95503  C13 1.148

Properties
Structure (SMILES): O=CN(CCC(=O)[O-])C1=[PH]=CC=C1
Charge: -1
Calculated total energy (Eh): -932.05879
HOMO-LUMO gap (eV): 7.659